{
  "formula": "C66H104N10O14",
  "method": "wB97M-V/def2-TZVPD",
  "elements": ["C", "C", "C", "O", "C", "N", "H", "H", "H", "H", "H", "H", "H", "H", "H", "H", "H", "C", "C", "C", "O", "C", "N", "H", "H", "H", "H", "H", "H", "H", "H", "H", "H", "H", "C", "C", "C", "O", "C", "N", "H", "H", "H", "H", "H", "H", "H", "H", "H", "H", "H", "C", "C", "C", "O", "C", "N", "H", "H", "H", "H", "H", "H", "H", "H", "H", "H", "H", "C", "C", "C", "O", "C", "N", "H", "H", "H", "H", "H", "H", "H", "H", "H", "H", "H", "C", "C", "C", "O", "C", "N", "H", "H", "H", "H", "H", "H", "H", "H", "H", "H", "H", "C", "C", "C", "C", "C", "C", "H", "H", "H", "H", "H", "H", "C", "C", "C", "C", "C", "C", "H", "H", "H", "H", "H", "H", "C", "C", "C", "C", "C", "C", "H", "H", "H", "H", "H", "H", "C", "C", "C", "C", "C", "C", "N", "O", "O", "H", "H", "H", "H", "H", "C", "C", "C", "C", "C", "C", "N", "O", "O", "H", "H", "H", "H", "H", "C", "C", "C", "C", "C", "C", "N", "O", "O", "H", "H", "H", "H", "H", "C", "C", "C", "C", "C", "C", "N", "O", "O", "H", "H", "H", "H", "H"],
  "xyz": [[1.37, 4.83, -3.38], [0.60, 3.99, -2.34], [-0.82, 3.53, -2.98], [-1.71, 4.60, -3.49], [-2.97, 4.15, -3.99], [1.39, 2.87, -1.80], [2.38, 5.11, -3.08], [0.85, 5.75, -3.62], [1.44, 4.07, -4.16], [0.51, 4.65, -1.48], [-1.35, 3.10, -2.13], [-0.74, 2.68, -3.66], [-3.55, 3.68, -3.19], [-2.74, 3.40, -4.74], [-3.39, 5.01, -4.51], [2.22, 3.38, -1.54], [1.59, 2.33, -2.64], [3.34, 1.55, -0.74], [3.03, 2.52, 0.31], [3.26, 4.00, -0.06], [2.93, 4.35, -1.43], [3.31, 5.70, -1.80], [1.71, 2.26, 0.73], [2.57, 1.40, -1.49], [3.64, 0.60, -0.28], [4.17, 1.86, -1.38], [3.61, 2.33, 1.22], [4.33, 4.18, -0.06], [2.77, 4.70, 0.63], [2.80, 6.42, -1.16], [3.07, 6.14, -2.77], [4.38, 5.93, -1.75], [1.39, 3.19, 0.94], [1.16, 1.99, -0.08], [-1.00, -0.98, 1.11], [0.36, -1.55, 0.69], [1.13, -0.56, -0.29], [0.40, -0.37, -1.53], [0.46, 0.98, -2.01], [1.15, -1.78, 1.90], [-1.00, -0.22, 1.89], [-1.51, -1.84, 1.56], [-1.56, -0.76, 0.20], [0.21, -2.59, 0.40], [2.11, -0.92, -0.60], [1.27, 0.37, 0.25], [-0.11, 1.15, -2.93], [1.52, 1.23, -2.09], [-0.01, 1.68, -1.33], [0.59, -2.33, 2.53], [2.00, -2.31, 1.79], [-5.50, 1.32, 2.13], [-4.67, 0.36, 1.17], [-3.39, 0.98, 0.57], [-3.80, 1.59, -0.64], [-2.83, 2.39, -1.29], [-4.32, -0.87, 1.89], [-4.98, 1.50, 3.07], [-6.55, 1.06, 2.29], [-5.54, 2.33, 1.72], [-5.32, 0.07, 0.34], [-2.68, 0.23, 0.22], [-2.98, 1.70, 1.27], [-3.30, 2.66, -2.23], [-1.89, 2.01, -1.69], [-2.91, 3.27, -0.66], [-3.88, -0.49, 2.71], [-3.88, -1.60, 1.36], [2.98, 1.39, -3.59], [2.88, 1.93, -5.02], [1.93, 1.14, -5.98], [2.67, -0.07, -6.28], [1.95, -1.28, -6.38], [2.52, 3.39, -4.99], [3.00, 0.31, -3.74], [2.04, 1.62, -3.11], [3.77, 1.77, -2.93], [3.92, 1.77, -5.31], [1.75, 1.66, -6.93], [0.94, 0.98, -5.57], [2.75, -2.01, -6.24], [1.29, -1.40, -7.24], [1.28, -1.38, -5.52], [2.62, 3.92, -5.85], [3.07, 3.88, -4.30], [-7.04, -4.16, 0.68], [-5.71, -3.60, 1.31], [-4.83, -2.97, 0.19], [-3.62, -2.16, 0.59], [-2.59, -3.01, 1.01], [-5.97, -2.39, 2.07], [-7.40, -4.64, 1.59], [-6.94, -4.79, -0.19], [-7.69, -3.30, 0.47], [-5.11, -4.36, 1.80], [-5.45, -2.26, -0.37], [-4.63, -3.67, -0.62], [-2.06, -3.66, 0.31], [-2.95, -3.77, 1.69], [-1.97, -2.36, 1.63], [-6.22, -1.69, 1.38], [-5.13, -2.04, 2.52], [3.73, -2.75, -4.16], [3.08, -1.65, -3.54], [1.98, -1.88, -2.71], [1.70, -3.16, -2.32], [2.38, -4.22, -2.95], [3.32, -4.02, -3.92], [4.55, -2.69, -4.85], [3.48, -0.68, -3.82], [1.39, -1.09, -2.26], [0.98, -3.39, -1.54], [1.93, -5.19, -2.84], [3.86, -4.80, -4.44], [-1.30, 4.04, 0.64], [-1.93, 4.68, 1.67], [-1.96, 4.01, 2.93], [-1.19, 2.95, 3.25], [-0.59, 2.33, 2.14], [-0.68, 2.80, 0.77], [-1.43, 4.39, -0.37], [-2.61, 5.48, 1.40], [-2.55, 4.39, 3.75], [-1.18, 2.56, 4.25], [-0.31, 1.31, 2.38], [-0.42, 2.31, -0.16], [3.50, -2.11, 0.80], [4.04, -1.17, 1.65], [5.19, -1.49, 2.43], [5.91, -2.65, 2.23], [5.48, -3.50, 1.27], [4.25, -3.32, 0.58], [2.60, -1.89, 0.23], [3.48, -0.26, 1.84], [5.65, -0.70, 3.00], [6.81, -2.86, 2.79], [6.08, -4.36, 0.98], [3.88, -3.93, -0.23], [1.22, -8.29, 0.44], [2.32, -7.47, 0.40], [2.22, -6.13, 0.66], [0.92, -5.52, 0.78], [-0.21, -6.38, 0.69], [-0.03, -7.72, 0.42], [0.73, -4.15, 1.26], [1.60, -3.36, 1.24], [-0.33, -3.80, 1.84], [1.40, -9.35, 0.37], [3.27, -7.94, 0.25], [3.18, -5.62, 0.64], [-1.20, -5.97, 0.84], [-0.94, -8.30, 0.39], [-2.14, -1.79, -1.28], [-1.12, -2.22, -2.06], [-0.88, -1.43, -3.19], [-1.68, -0.33, -3.55], [-2.78, -0.03, -2.69], [-3.08, -0.82, -1.63], [-1.36, 0.50, -4.79], [-1.92, 1.55, -4.93], [-0.43, 0.13, -5.44], [-2.16, -2.37, -0.36], [-0.34, -2.95, -1.88], [-0.03, -1.63, -3.84], [-3.46, 0.70, -3.10], [-3.81, -0.49, -0.90], [1.52, 0.56, 2.94], [1.81, -0.31, 3.97], [1.88, 0.17, 5.23], [1.83, 1.54, 5.48], [1.47, 2.46, 4.44], [1.36, 1.93, 3.19], [2.03, 2.10, 6.95], [1.73, 3.24, 7.22], [2.42, 1.36, 7.85], [1.50, 0.38, 1.87], [1.89, -1.39, 3.89], [2.05, -0.41, 6.13], [1.24, 3.49, 4.65], [1.13, 2.60, 2.37], [-1.84, 1.20, 7.90], [-0.71, 1.31, 7.03], [-0.73, 0.97, 5.65], [-1.90, 0.48, 5.10], [-3.01, 0.43, 5.91], [-3.02, 0.72, 7.24], [-1.94, 0.06, 3.70], [-2.99, -0.47, 3.33], [-0.97, 0.28, 2.92], [-1.74, 1.51, 8.93], [0.32, 1.37, 7.34], [0.16, 1.11, 5.07], [-3.82, -0.10, 5.44], [-3.86, 0.41, 7.85]],
  "lowdin_charge": [-0.09, -0.26, -0.11, -0.17, -0.09, -0.10, -0.01, 0.10, 0.02, 0.13, 0.03, 0.09, 0.06, 0.06, 0.10, -0.07, -0.01, -0.03, -0.35, -0.07, -0.23, -0.08, -0.05, 0.04, 0.09, 0.09, 0.15, 0.13, 0.14, 0.12, 0.09, 0.10, 0.08, 0.04, 0.00, -0.22, -0.08, -0.23, -0.10, -0.05, -0.08, -0.01, 0.07, 0.10, 0.08, 0.09, 0.10, 0.01, 0.07, 0.10, -0.01, -0.01, -0.29, -0.16, -0.18, -0.13, 0.02, 0.06, 0.07, 0.07, 0.13, 0.08, 0.13, 0.06, 0.06, 0.11, -0.13, -0.25, -0.04, -0.29, -0.12, -0.18, -0.11, 0.02, 0.04, 0.01, 0.09, 0.13, 0.13, 0.07, 0.08, 0.09, 0.06, 0.10, 0.07, -0.04, -0.38, -0.07, -0.13, -0.12, 0.04, 0.07, 0.07, 0.07, 0.13, 0.13, 0.13, 0.12, 0.13, 0.01, 0.06, 0.03, -0.09, -0.03, -0.08, -0.08, -0.08, -0.12, 0.11, 0.06, 0.03, 0.07, 0.10, 0.11, -0.12, -0.05, -0.07, -0.08, -0.11, -0.06, 0.09, 0.10, 0.10, 0.10, 0.02, 0.07, -0.12, -0.05, -0.06, -0.11, -0.10, -0.04, 0.06, 0.08, 0.10, 0.10, 0.10, 0.08, -0.07, -0.08, 0.03, -0.05, 0.01, -0.07, -0.23, -0.07, 0.04, 0.12, 0.12, 0.09, 0.11, 0.11, -0.10, -0.03, 0.01, -0.08, 0.01, -0.02, -0.31, 0.07, 0.04, 0.04, 0.07, 0.10, 0.13, 0.09, -0.06, -0.05, -0.05, -0.14, 0.00, -0.12, -0.37, 0.07, 0.04, 0.08, 0.12, 0.13, 0.13, 0.08, 0.01, 0.00, -0.03, -0.11, -0.02, -0.06, -0.08, 0.10, -0.02, 0.10, 0.07, 0.04, 0.12, 0.10],
  "e_homo_ev": -6.24,
  "energy_ha": -4175.66481,
  "spin_multiplicity": 1,
  "lumo_ev": -1.57
}